Density functional theory data (ωB97M-V/def2-TZVPD) for a cluster of 7 separate species, C51H42F5N3O15 in total.

```
116
Properties=species:S:1:pos:R:3:forces:R:3
H -9.603 2.562 3.191 -0.01 0.00 0.03
H 1.806 -0.458 -2.574 0.39 0.11 0.56
C -6.672 5.392 -0.561 0.07 0.02 -0.12
C -1.479 0.307 -1.965 0.43 -0.23 -0.58
O -0.732 3.654 6.264 0.00 0.02 0.01
C 0.070 7.087 6.654 -0.03 -0.05 0.06
C -6.500 2.956 -1.263 -0.03 0.00 -0.03
H 3.197 -1.992 2.987 0.15 0.00 0.04
H 7.276 -3.943 -5.284 0.00 -0.04 -0.04
C 0.063 4.198 0.128 0.90 -0.34 -0.58
C 3.662 -2.816 2.438 -0.88 0.66 -0.03
C 2.438 -0.969 0.284 -1.09 0.09 0.21
C -9.214 5.434 5.149 0.04 0.07 -0.01
H -0.016 4.309 3.854 0.00 -0.01 0.01
H 2.639 -0.590 1.290 0.19 -0.03 -0.04
C 5.838 -9.225 -3.050 -0.04 0.06 -0.02
O 4.558 -3.480 -0.991 0.03 -0.07 0.14
C -8.082 5.657 2.981 0.04 0.18 0.10
N -1.255 2.008 0.663 -0.13 -0.47 -0.15
C -5.173 3.041 -1.226 0.06 -0.01 0.01
O -7.413 6.343 2.233 -0.09 -0.16 0.04
C 9.336 -3.301 -4.927 -0.04 0.00 -0.06
H 1.729 -3.294 1.533 -0.03 0.24 -0.03
H -8.236 3.934 1.637 -0.01 0.00 -0.08
C -5.345 5.473 -0.526 -0.01 0.04 -0.03
C -1.231 -1.122 -2.498 -0.12 -0.31 0.89
C 4.194 -2.421 -0.527 0.17 -0.63 -0.07
C -9.264 3.559 3.444 0.04 0.01 -0.07
C -9.663 4.070 4.779 -0.05 -0.04 0.05
C -8.531 4.293 2.612 0.01 -0.02 0.03
H -7.805 -3.872 0.472 0.03 -0.03 0.01
N 2.914 -2.333 0.066 0.71 1.24 0.30
O -8.563 4.046 -0.957 0.00 -0.01 0.05
C 0.420 6.341 4.253 -0.01 -0.05 -0.03
C 0.307 0.426 0.004 0.27 0.10 -0.01
O 6.458 -5.942 -4.242 -0.14 -0.32 -0.04
O 0.830 8.546 4.971 -0.01 -0.01 0.01
H 0.673 2.354 -2.836 0.05 0.29 0.64
C -4.584 -1.909 -0.684 0.04 -0.03 -0.07
O -10.329 3.399 5.536 0.01 0.01 -0.01
H -7.309 6.231 -0.323 -0.03 -0.02 0.03
C 0.028 5.112 4.579 0.01 0.02 -0.05
C 8.077 -7.565 -3.716 0.05 -0.05 0.01
H -4.537 2.196 -1.461 -0.03 -0.02 0.01
C 0.472 7.426 5.265 0.02 0.04 -0.03
H 4.643 -2.469 2.116 0.13 -0.31 0.05
C -8.481 6.168 4.317 -0.04 -0.02 0.07
H -8.029 -1.488 -0.220 0.02 0.02 -0.02
H -8.142 7.165 4.568 0.02 0.00 -0.04
H -0.201 -1.288 -2.810 -0.09 0.14 -0.36
H 8.864 -6.873 -3.989 -0.03 0.02 -0.01
H 0.738 -1.543 -0.849 -0.09 0.15 -0.04
C -7.352 4.125 -0.932 0.05 0.05 -0.07
H 4.810 -0.597 -1.418 0.02 0.25 0.24
F -2.103 -1.420 -3.470 0.05 0.08 -0.16
C -5.899 -1.228 -0.666 0.09 0.08 0.01
H -1.875 2.585 -1.202 0.13 -0.28 -0.31
H 5.182 -0.648 0.340 -0.21 0.05 -0.04
C 8.460 -2.816 -2.245 -0.12 -0.07 -0.02
C 6.686 -7.067 -3.848 -0.04 0.06 0.00
H 3.072 -4.199 0.918 -0.07 0.07 -0.12
O 7.460 -10.848 -2.525 0.00 0.01 -0.01
C 5.587 -7.992 -3.480 -0.03 -0.06 0.04
F -1.814 1.058 -3.049 -0.04 0.06 0.03
H 0.409 -1.517 0.858 -0.01 0.06 -0.01
H 6.513 -3.524 -2.945 0.02 -0.03 0.07
O -3.280 4.382 -0.813 -0.04 -0.09 0.09
O -1.164 0.069 1.943 -0.08 -0.01 0.26
C 0.907 -0.966 0.057 0.16 -0.27 0.24
H 3.729 -3.646 3.138 0.21 -0.06 -0.10
C -7.079 -2.008 -0.225 -0.05 -0.02 0.01
H 6.112 -1.604 -0.851 -0.05 -0.09 0.20
H 5.052 -9.917 -2.778 0.03 -0.03 0.01
C -0.933 2.320 -0.727 -0.49 0.78 0.12
H 2.859 -0.261 -0.424 0.27 -0.23 0.00
H -0.617 5.590 7.985 -0.01 -0.04 -0.01
C 7.530 -3.338 -3.271 -0.06 0.06 -0.11
C 9.863 -2.552 -2.650 0.07 0.00 0.00
C 0.750 1.385 -2.363 0.57 -0.85 -0.04
H -4.828 6.385 -0.258 0.02 -0.02 0.01
H -3.745 -1.308 -1.018 -0.30 -0.29 0.13
C -0.374 4.773 5.966 -0.01 -0.06 0.00
C -0.270 1.010 -1.301 -0.85 1.14 -0.39
H 10.524 -2.172 -1.882 -0.03 0.00 0.02
C -4.463 -3.181 -0.312 0.02 0.06 -0.02
C 10.270 -2.777 -3.896 0.02 0.01 0.05
C -5.641 -3.967 0.133 0.02 -0.05 0.02
O -5.536 -5.125 0.472 -0.01 0.02 -0.01
H -2.185 2.257 0.969 0.08 0.12 0.16
C 7.230 -9.726 -2.918 0.01 -0.05 0.02
O 9.713 -3.507 -6.062 0.03 0.00 0.02
H 4.581 -7.606 -3.583 0.02 0.04 0.00
O 0.385 4.821 1.052 -0.34 0.29 0.09
C 5.129 -1.227 -0.581 -0.24 -0.07 -0.68
C 1.774 0.614 -2.729 -0.30 0.36 0.06
O -5.998 -0.062 -0.999 -0.06 -0.11 0.01
H 2.631 1.101 -3.181 -0.23 -0.34 -0.70
C 2.775 -3.200 1.241 0.44 -1.08 -0.10
C 8.329 -8.798 -3.286 0.03 0.07 -0.02
C -4.495 4.305 -0.853 -0.04 0.03 0.00
N -0.113 3.545 -0.892 -0.40 -0.35 0.99
C 7.935 -3.565 -4.519 0.17 0.30 0.09
H 0.115 7.892 7.376 0.01 0.02 -0.03
O 8.082 -2.613 -1.109 0.20 0.07 0.06
C -6.959 -3.280 0.145 -0.03 0.06 -0.01
C -0.321 5.858 6.979 0.02 0.08 0.02
F -2.586 0.288 -1.167 0.33 0.09 0.02
H -9.515 5.790 6.126 -0.02 -0.03 0.01
F 1.305 1.363 0.362 0.15 -0.10 -0.03
H 0.715 6.606 3.246 0.00 0.01 0.00
H 9.335 -9.183 -3.183 -0.01 -0.03 0.01
F -1.473 -1.988 -1.463 0.00 0.05 -0.08
H 11.287 -2.593 -4.218 -0.01 -0.01 -0.04
H -3.513 -3.699 -0.318 0.00 -0.02 0.01
H -7.011 2.041 -1.525 0.00 -0.01 0.02
C -0.798 0.762 1.039 0.16 0.03 -0.69
```
Forces are in eV/Å.

Its energy relative to the best compared isomer or geometry (same formula, charge and spin) is 0.0 kJ/mol. The highest occupied orbital energy is -9.480 eV. As for the frontier orbital gap: 7.8 eV. The value obtained for the total energy is -3760.5928 Ha. The total charge is 0. The LUMO energy comes out at -1.69 eV. Its SMILES is C=C[C@]1(C(F)(F)C(F)F)[C@H](N=C=O)NC(=O)[C@@]1(F)CCN(CC)C(C)=O.O=C1C=CC(=O)C=C1.O=C1C=CC(=O)C=C1.O=C1C=CC(=O)C=C1.O=C1C=CC(=O)C=C1.O=C1C=CC(=O)C=C1.O=C1C=CC(=O)C=C1.